Formula: C20H45LuN2P3S2
Source: the OMol25 dataset
Level of theory: ωB97M-V/def2-TZVPD

Geometry as XYZ:
```
73
Properties=species:S:1:pos:R:3:forces:R:3
Lu -0.1860 -0.1923 0.5034 -0.634 2.360 1.835
P 1.9175 1.2002 1.6582 1.628 0.899 0.587
P -2.0533 1.8859 0.8737 -0.917 0.520 -0.148
P 0.5637 1.1483 -1.7421 0.207 0.383 -1.043
H -1.2040 -2.6875 -0.1189 0.550 0.404 0.108
C -0.2620 -2.3647 -0.6132 2.071 -1.861 0.480
C 0.9567 -2.2801 0.0490 -1.244 -2.305 -1.501
H 1.1043 -2.5913 1.1036 -0.496 0.637 -0.393
C 2.4209 0.8814 3.3907 -0.200 -0.379 0.143
C 1.8151 3.0323 1.7483 -0.515 0.069 -0.262
C 3.5481 0.9959 0.8138 -0.231 -0.293 -0.235
C -3.6201 1.3364 0.1228 0.065 -0.361 -0.142
C -2.6103 2.2768 2.5608 0.240 -0.175 0.431
C -1.8870 3.5638 0.1852 0.441 0.165 -0.141
C 1.7984 0.1529 -2.6494 0.051 -0.350 0.065
C 1.2280 2.8185 -1.9399 0.202 0.394 0.426
C -0.9486 1.2812 -2.7608 -0.270 -0.429 0.000
H -0.2964 -2.3897 -1.7127 0.119 0.513 0.236
H 1.8917 -2.1800 -0.5161 -0.402 0.248 -0.026
H 2.8199 -0.1360 3.4942 -0.072 0.200 -0.010
H 1.5679 0.9941 4.0710 0.324 0.034 -0.208
H 3.2028 1.5965 3.6767 -0.156 -0.177 -0.146
H 0.9530 3.3216 2.3598 0.136 0.032 -0.069
H 1.6971 3.4739 0.7531 0.016 -0.058 0.200
H 2.7246 3.4406 2.2113 -0.210 -0.255 -0.139
H 3.8149 -0.0711 0.8044 0.062 0.301 -0.038
H 4.3287 1.5543 1.3560 -0.356 -0.183 -0.159
H 3.5041 1.3562 -0.2255 0.053 -0.107 0.369
H -4.3862 2.1107 0.2362 0.103 -0.139 -0.025
H -3.9568 0.4189 0.6173 -0.088 0.124 -0.064
H -3.4752 1.1201 -0.9408 -0.142 0.073 0.100
H -3.4709 2.9544 2.5156 0.184 -0.121 -0.015
H -1.8061 2.7687 3.1183 -0.101 0.069 -0.055
H -2.8931 1.3654 3.0975 -0.049 0.137 -0.157
H -2.7572 4.1631 0.4761 0.138 -0.140 -0.057
H -1.8177 3.5527 -0.9064 -0.066 0.005 0.181
H -0.9826 4.0435 0.5747 -0.162 0.011 -0.028
H 1.9050 0.5421 -3.6705 0.032 -0.176 0.224
H 1.5195 -0.9094 -2.6974 -0.007 0.419 -0.145
H 2.7638 0.2011 -2.1296 -0.150 0.239 -0.102
H 1.3186 3.0710 -3.0067 -0.038 -0.183 0.295
H 2.2120 2.8866 -1.4677 -0.062 0.090 -0.167
H 0.5659 3.5432 -1.4573 0.096 -0.016 -0.129
H -0.6988 1.5914 -3.7852 -0.112 -0.159 0.264
H -1.6653 1.9887 -2.3255 0.369 -0.007 -0.071
H -1.4613 0.3108 -2.7886 0.072 0.273 -0.198
C -0.6113 -2.7531 -5.5776 -0.523 -1.236 -1.604
C -1.7144 -2.7017 -6.4573 0.211 -0.326 0.091
C -1.9885 -3.7822 -7.3121 0.239 0.099 0.188
C -1.1445 -4.9074 -7.3196 -0.082 0.623 0.224
C 0.0430 -4.8809 -6.5753 -0.151 0.191 -0.199
C 0.3283 -3.7981 -5.7381 -0.406 0.398 0.371
S -0.4174 -1.4489 -4.4298 -0.615 0.243 1.030
H -1.5521 -1.5875 -3.5971 0.964 -0.221 -1.125
H -2.3186 -1.7896 -6.4669 -0.013 -0.496 -0.004
H -2.8472 -3.7362 -7.9927 0.362 -0.035 0.397
H -1.4014 -5.7721 -7.9344 0.191 0.314 0.144
H 0.7538 -5.7040 -6.6823 -0.196 0.344 0.143
H 1.2843 -3.7162 -5.2226 -0.243 -0.306 0.076
C -0.6521 0.3217 6.4905 0.141 0.111 0.708
N -0.4339 0.3267 5.0383 -0.665 -1.300 -1.359
C -0.3556 -0.8373 4.3231 0.630 0.311 1.208
S -1.1579 -1.0318 2.7806 0.064 -0.057 0.290
N 0.3272 -1.8733 4.8428 -0.190 0.859 -1.321
C 1.5087 -1.7191 5.7071 -0.146 -0.366 0.631
H -0.4193 -0.6636 6.9114 -0.141 0.414 -0.148
H -1.6979 0.5619 6.7029 0.131 -0.113 -0.083
H -0.0283 1.0823 6.9678 -0.014 -0.197 -0.062
H -0.9176 1.0757 4.5432 0.143 -0.389 0.181
H 0.2772 -2.7343 4.2953 -0.061 0.375 0.355
H 1.3433 -2.2606 6.6413 0.128 0.115 -0.057
H 2.3876 -2.1372 5.2179 -0.123 -0.083 -0.102
H 1.7012 -0.6736 5.9261 -0.114 0.002 -0.045
```
Forces are in eV/Å.

The HOMO energy comes out at -14.9 eV. The electronic energy comes out at -3953.6212 a.u. The value obtained for the gap between HOMO and LUMO is 4.1675 eV. For the LUMO energy, the calculation gives -10.6878 eV. As for the energy relative to the best compared isomer or geometry (same formula, charge and spin): 17.8 kJ/mol. As for the net charge: +3.

Atomic partial charges in e from the Löwdin method, atoms 1 to 2: Lu 1.03; P 0.71